[1]
The following is a DFT calculation (ωB97M-V/def2-TZVPD) of an isolated ion of composition C4H7N2O and charge +1.

Geometry (Å):
C -0.133 1.703 -0.734
N -0.165 0.396 -0.338
C -0.855 -0.644 -0.876
C -0.606 -1.769 -0.126
C 0.158 -1.365 0.917
N 0.458 -0.115 0.713
O 1.443 0.724 1.203
H 0.219 2.269 0.156
H 0.695 1.784 -1.565
H -1.164 1.814 -1.249
H -1.589 -0.506 -1.635
H -1.009 -2.802 -0.105
H 0.619 -1.982 1.643
H 1.929 0.492 1.998

Values from the calculation:
energy relative to the best compared isomer or geometry (same formula, charge and spin) = 88.66 kcal/mol
E = -340.99495 a.u.
net charge = +1
E_HOMO = -14.889 eV
largest force on an atom = 0.097 Eh/bohr
frontier orbital gap = 0.4079 Ha
SMILES = C[n+]1cccn1O

Quick look at the Löwdin charges, all values in e: atom 1 (C): 0.009, atom 2 (N): -0.117, atom 3 (C): 0.029, atom 4 (C): 0.002, atom 5 (C): -0.002, atom 6 (N): -0.075, atom 7 (O): 0.127, atom 8 (H): 0.120, atom 9 (H): 0.156, atom 10 (H): 0.151, atom 11 (H): 0.145, atom 12 (H): 0.150, atom 13 (H): 0.151, atom 14 (H): 0.154

=====

[2]
The following is a DFT calculation (ωB97M-V/def2-TZVPD) of C4H4N2O2 in the gas phase.

Geometry (Å):
C 1.639 -1.095 0.054
C -0.601 -0.856 0.089
C 0.608 -0.239 0.097
C 0.790 1.212 -0.080
N 2.512 -1.834 0.094
N -1.812 -0.188 0.022
O -1.748 1.072 0.065
O -2.835 -0.777 -0.129
H -0.758 -1.952 0.093
H 0.497 1.750 0.929
H 1.715 1.372 -0.462
H -0.007 1.535 -0.772

Values from the calculation:
energy relative to the best compared isomer or geometry (same formula, charge and spin) = 80.05 kcal/mol
2S+1 = 3
E = -414.53741 a.u.
E_HOMO (spin up / spin down) = -7.870 / -10.398 eV
largest force on an atom = 0.104 Eh/bohr
frontier orbital gap (spin up / spin down) = 0.3010 / 0.2086 Ha

Quick look at the Löwdin charges, all values in e: atom 1 (C): -0.222, atom 2 (C): 0.073, atom 3 (C): -0.262, atom 4 (C): -0.012, atom 5 (N): 0.207, atom 6 (N): -0.420, atom 7 (O): 0.060, atom 8 (O): 0.099, atom 9 (H): 0.170, atom 10 (H): 0.150, atom 11 (H): 0.053, atom 12 (H): 0.103

=====

[3]
The following is a DFT calculation (ωB97M-V/def2-TZVPD) of C20H28Br12O12 as an isolated structure.

Geometry (Å):
C 6.291 2.043 -2.564
C 5.417 0.997 -1.892
C 6.145 -0.224 -1.330
O 6.738 0.348 -0.158
C 5.867 1.267 0.343
O 5.689 1.579 1.470
O 4.969 1.547 -0.656
H 5.781 3.000 -2.650
H 6.557 1.769 -3.589
H 7.228 2.122 -2.011
H 4.546 0.679 -2.460
H 6.797 -0.821 -1.959
H 5.358 -0.922 -1.058
C 1.239 -3.174 -0.311
C 2.431 -2.370 0.165
C 2.843 -2.607 1.599
O 4.238 -2.855 1.515
C 4.626 -2.944 0.232
O 5.728 -3.181 -0.140
O 3.566 -2.774 -0.580
H 1.519 -4.206 -0.052
H 1.234 -3.204 -1.400
H 0.281 -2.981 0.164
H 2.212 -1.329 -0.089
H 2.252 -3.404 2.051
H 2.641 -1.698 2.168
C -1.945 0.969 -0.057
C -0.831 -0.022 -0.377
C -1.043 -0.796 -1.676
O 0.296 -0.806 -2.209
C 1.037 0.154 -1.626
O 2.162 0.395 -1.939
O 0.356 0.718 -0.639
H -2.281 1.630 -0.858
H -1.804 1.638 0.788
H -2.790 0.327 0.215
H -0.620 -0.642 0.497
H -1.711 -0.232 -2.321
H -1.452 -1.775 -1.442
C -4.205 -2.101 5.573
C -4.686 -1.795 4.169
C -4.387 -0.394 3.669
O -3.748 -0.671 2.438
C -3.751 -1.934 2.059
O -3.389 -2.341 1.012
O -4.199 -2.693 3.117
H -4.449 -1.258 6.222
H -3.131 -2.284 5.583
H -4.722 -2.942 6.033
H -5.744 -2.031 4.050
H -3.685 0.198 4.254
H -5.302 0.184 3.548
C -3.371 4.197 2.935
Br -3.366 5.845 1.942
Br -1.592 3.587 3.396
Br -4.206 2.809 1.775
H -3.952 4.322 3.836
C -1.105 -1.816 -5.927
Br -1.373 -1.596 -7.845
Br -2.630 -1.263 -4.821
Br 0.389 -0.724 -5.270
H -0.853 -2.832 -5.660
C 1.452 3.461 0.592
Br 1.314 2.155 2.063
Br 2.817 4.767 1.062
Br -0.251 4.249 0.110
H 1.839 2.908 -0.254
C -6.265 2.499 -2.874
Br -4.489 1.819 -2.436
Br -7.549 1.024 -2.726
Br -6.486 3.206 -4.678
H -6.493 3.229 -2.111

Values from the calculation:
energy relative to the best compared isomer or geometry (same formula, charge and spin) = 26.85 kcal/mol
E = -32569.92264 a.u.
E_HOMO = -10.057 eV
largest force on an atom = 0.056 Eh/bohr
frontier orbital gap = 0.3536 Ha

Quick look at the Löwdin charges, all values in e: atom 1 (C): -0.015, atom 2 (C): -0.314, atom 3 (C): -0.080, atom 4 (O): 0.058, atom 5 (C): -0.541, atom 6 (O): 0.167, atom 7 (O): 0.040, atom 8 (H): 0.086, atom 9 (H): 0.084, atom 10 (H): 0.090, atom 11 (H): 0.135, atom 12 (H): 0.146, atom 13 (H): 0.103, atom 14 (C): -0.011, atom 15 (C): -0.327, atom 16 (C): -0.082, atom 17 (O): 0.095, atom 18 (C): -0.573, atom 19 (O): 0.169, atom 20 (O): 0.093, atom 21 (H): 0.097, atom 22 (H): 0.093, atom 23 (H): 0.087, atom 24 (H): 0.132, atom 25 (H): 0.134, atom 26 (H): 0.135, atom 27 (C): -0.098, atom 28 (C): -0.297, atom 29 (C): -0.097, atom 30 (O): -0.031, atom 31 (C): -0.609, atom 32 (O): 0.153, atom 33 (O): 0.020, atom 34 (H): 0.015, atom 35 (H): 0.001, atom 36 (H): 0.067, atom 37 (H): 0.150, atom 38 (H): 0.070, atom 39 (H): 0.136, atom 40 (C): -0.018, atom 41 (C): -0.296, atom 42 (C): -0.108, atom 43 (O): 0.033, atom 44 (C): -0.575, atom 45 (O): 0.168, atom 46 (O): 0.074, atom 47 (H): 0.089, atom 48 (H): 0.095, atom 49 (H): 0.083, atom 50 (H): 0.151, atom 51 (H): 0.133, atom 52 (H): 0.122, atom 53 (C): -1.525, atom 54 (Br): 0.574, atom 55 (Br): 0.540, atom 56 (Br): 0.579, atom 57 (H): -0.024, atom 58 (C): -1.529, atom 59 (Br): 0.568, atom 60 (Br): 0.568, atom 61 (Br): 0.609, atom 62 (H): -0.025, atom 63 (C): -1.528, atom 64 (Br): 0.544, atom 65 (Br): 0.586, atom 66 (Br): 0.581, atom 67 (H): -0.040, atom 68 (C): -1.553, atom 69 (Br): 0.586, atom 70 (Br): 0.523, atom 71 (Br): 0.559, atom 72 (H): -0.026